Here is 10 unconnected molecules or ions with the total composition C30H85N5O15 from OMol25. Energies are from ωB97M-V with the def2-TZVPD basis set.

Cartesian coordinates (Å):
C  0.361  -3.829  10.133
C  1.435  -4.768  10.759
C  2.738  -4.113  11.338
O  3.368  -3.348  10.351
C  4.106  -4.177  9.382
N  0.820  -5.576  11.824
H  0.060  -3.124  10.908
H  -0.529  -4.295  9.710
H  0.902  -3.283  9.360
H  1.709  -5.561  10.063
H  3.461  -4.812  11.760
H  2.462  -3.564  12.237
H  3.517  -4.873  8.784
H  4.851  -4.817  9.855
H  4.625  -3.592  8.623
H  1.562  -6.211  12.083
H  0.166  -6.214  11.392
C  -3.612  -19.341  19.472
C  -3.195  -20.382  18.471
C  -1.715  -20.341  18.184
O  -1.219  -19.177  17.552
C  -0.484  -18.402  18.431
N  -3.543  -21.663  18.937
H  -3.411  -18.310  19.182
H  -3.156  -19.470  20.454
H  -4.694  -19.469  19.476
H  -3.725  -20.242  17.529
H  -1.443  -21.058  17.410
H  -1.119  -20.639  19.046
H  -0.888  -18.431  19.443
H  -0.363  -17.356  18.150
H  0.540  -18.773  18.400
H  -3.227  -21.715  19.895
H  -4.527  -21.866  19.039
C  -6.603  -7.813  7.289
C  -6.456  -7.482  5.759
C  -5.489  -6.354  5.534
O  -5.837  -5.106  6.167
C  -5.280  -3.953  5.561
N  -6.060  -8.788  5.118
H  -6.951  -6.988  7.910
H  -5.687  -8.264  7.670
H  -7.363  -8.558  7.521
H  -7.465  -7.125  5.555
H  -5.364  -6.215  4.460
H  -4.485  -6.628  5.859
H  -5.316  -3.083  6.218
H  -5.738  -3.764  4.591
H  -4.225  -4.217  5.487
H  -5.337  -9.147  5.725
H  -6.703  -9.498  5.439
C  -1.279  -19.608  8.915
C  -1.262  -21.104  8.585
C  -2.025  -21.895  9.668
O  -2.573  -23.153  9.150
C  -1.574  -24.217  9.033
N  -1.722  -21.343  7.212
H  -2.202  -19.143  8.569
H  -0.502  -18.992  8.462
H  -1.022  -19.517  9.970
H  -0.222  -21.428  8.547
H  -2.815  -21.227  10.012
H  -1.435  -21.893  10.585
H  -1.104  -24.419  9.996
H  -0.736  -23.961  8.384
H  -1.928  -25.140  8.573
H  -1.699  -22.353  7.222
H  -2.712  -21.227  7.048
C  -5.217  -3.398  17.708
C  -5.322  -4.489  16.676
C  -5.791  -4.061  15.241
O  -7.021  -3.245  15.213
C  -7.494  -2.963  13.895
N  -4.067  -5.271  16.668
H  -5.718  -3.561  18.663
H  -5.952  -2.639  17.443
H  -4.317  -2.784  17.684
H  -6.138  -5.137  16.994
H  -5.606  -4.910  14.584
H  -5.059  -3.296  14.979
H  -7.830  -3.931  13.523
H  -6.870  -2.368  13.228
H  -8.469  -2.486  13.988
H  -3.269  -4.704  16.418
H  -3.950  -5.966  15.945
C  -10.516  -21.007  12.889
C  -11.318  -20.192  13.865
O  -10.860  -18.829  14.119
O  -11.264  -21.124  11.641
H  -10.737  -22.016  13.235
H  -9.474  -20.855  12.607
H  -11.179  -20.670  14.835
H  -12.394  -20.180  13.695
H  -11.133  -18.581  15.005
H  -11.271  -20.311  11.130
C  -11.614  -14.775  8.217
C  -12.146  -14.619  6.816
O  -10.998  -14.731  5.904
O  -10.965  -16.016  8.623
H  -12.390  -14.720  8.980
H  -10.860  -14.020  8.442
H  -12.436  -13.569  6.856
H  -13.070  -15.155  6.597
H  -11.365  -14.712  5.017
H  -10.926  -16.110  9.578
C  -12.520  -8.242  11.941
C  -11.633  -8.911  13.006
O  -12.378  -8.677  14.160
O  -13.549  -9.105  11.484
H  -12.026  -7.978  11.006
H  -13.048  -7.329  12.217
H  -10.752  -8.300  13.199
H  -11.520  -9.961  12.736
H  -11.770  -8.675  14.903
H  -13.569  -9.749  12.195
C  -3.448  -13.793  13.797
C  -4.673  -14.665  13.362
O  -5.821  -13.840  13.379
O  -3.031  -12.865  12.756
H  -2.620  -14.475  13.991
H  -3.707  -13.293  14.731
H  -4.696  -15.658  13.810
H  -4.592  -15.023  12.336
H  -6.552  -14.398  13.653
H  -3.752  -12.239  12.660
C  3.862  -9.654  16.469
C  2.625  -10.196  15.640
O  3.066  -10.284  14.318
O  4.221  -8.346  16.117
H  4.721  -10.255  16.172
H  3.788  -9.591  17.555
H  1.723  -9.585  15.677
H  2.606  -11.176  16.117
H  2.722  -11.133  14.030
H  5.043  -8.384  15.622

Properties
highest occupied orbital energy	-9.22	eV
spin multiplicity	1
total charge	0
frontier orbital gap	9.31	eV
SMILES	COC[C@H](C)N.COC[C@H](C)N.COC[C@H](C)N.COC[C@H](C)N.COC[C@H](C)N.OCCO.OCCO.OCCO.OCCO.OCCO

Atomic partial charges in e from the Löwdin method, atoms 1 to 2: number 1, C, carries -0.044; number 2, C, carries -0.425



Here is a molecular structure, C30H85N7O9 from OMol25. Energies are from ωB97M-V with the def2-TZVPD basis set.

Cartesian coordinates (Å):
C  15.194  15.410  12.529
C  16.826  15.518  12.567
C  17.443  15.978  13.868
O  17.048  17.312  14.210
C  17.724  17.780  15.381
N  17.460  14.325  11.984
H  14.754  14.788  13.308
H  14.840  15.135  11.535
H  15.013  16.445  12.818
H  17.133  16.232  11.803
H  18.518  16.017  13.693
H  17.314  15.322  14.729
H  17.962  18.841  15.306
H  18.668  17.254  15.524
H  17.024  17.576  16.191
H  16.951  14.098  11.142
H  17.310  13.662  12.731
C  18.935  19.771  21.888
C  20.435  19.446  21.742
C  20.838  18.746  20.377
O  20.421  17.405  20.431
C  20.888  16.649  19.254
N  21.089  20.709  21.969
H  18.715  20.296  22.818
H  18.550  18.752  21.839
H  18.755  20.385  21.006
H  20.768  18.841  22.585
H  21.913  18.837  20.222
H  20.386  19.244  19.519
H  20.187  15.872  18.950
H  21.696  16.056  19.683
H  21.375  17.180  18.436
H  20.776  21.287  22.736
H  20.961  21.330  21.182
C  15.634  12.964  15.588
C  16.708  13.671  16.341
C  16.195  14.393  17.660
O  17.350  15.089  18.109
C  17.050  15.965  19.197
N  17.686  12.671  16.663
H  14.948  13.719  15.205
H  15.151  12.227  16.230
H  16.027  12.516  14.676
H  17.190  14.421  15.713
H  15.826  13.686  18.402
H  15.426  15.065  17.280
H  16.489  16.879  19.002
H  17.950  16.357  19.670
H  16.356  15.517  19.908
H  18.195  13.228  17.334
H  17.175  11.973  17.185
C  23.144  15.040  21.139
C  21.643  14.882  21.389
C  21.085  14.011  20.250
O  19.678  13.785  20.566
C  18.688  14.709  20.020
N  21.389  14.014  22.561
H  23.716  14.115  21.212
H  23.553  15.758  21.850
H  23.299  15.670  20.263
H  21.101  15.826  21.447
H  21.462  12.993  20.149
H  21.152  14.584  19.326
H  18.831  14.765  18.941
H  18.840  15.664  20.523
H  17.664  14.438  20.273
H  22.263  13.561  22.786
H  20.684  13.345  22.286
C  22.085  17.996  15.107
C  21.313  17.405  13.852
C  21.654  15.893  13.775
O  23.111  15.688  13.699
C  23.499  14.372  13.347
N  19.921  17.602  14.106
H  23.169  17.977  14.990
H  21.797  17.313  15.905
H  21.687  18.945  15.465
H  21.563  17.898  12.913
H  21.160  15.456  12.908
H  21.339  15.287  14.624
H  23.220  14.183  12.311
H  23.130  13.611  14.035
H  24.581  14.238  13.368
H  19.602  17.536  15.062
H  19.598  16.687  13.826
C  23.572  17.275  17.703
C  22.956  15.950  17.994
C  22.561  15.125  16.837
O  22.041  13.823  17.254
C  21.134  13.329  16.320
N  23.848  15.175  18.825
H  24.457  17.165  17.077
H  23.957  17.810  18.572
H  22.824  17.940  17.271
H  22.074  16.137  18.606
H  23.377  15.087  16.116
H  21.810  15.691  16.285
H  20.599  12.398  16.509
H  21.705  13.019  15.445
H  20.389  14.072  16.034
H  23.528  14.271  19.141
H  24.652  14.957  18.253
C  19.710  20.299  18.644
C  18.800  19.823  17.497
C  19.382  20.244  16.170
O  18.592  19.839  15.080
C  19.310  19.566  13.910
N  18.787  18.359  17.518
H  20.731  19.920  18.664
H  19.136  20.155  19.560
H  19.992  21.347  18.540
H  17.746  20.101  17.534
H  20.413  19.900  16.089
H  19.341  21.330  16.083
H  20.345  19.294  14.118
H  19.316  20.181  13.010
H  18.929  18.659  13.441
H  18.573  18.102  18.472
H  18.036  18.002  16.945
C  19.403  15.816  16.644
O  20.159  17.017  16.472
H  18.359  16.124  16.692
H  19.419  15.065  15.854
H  19.696  15.392  17.604
H  19.595  17.787  16.574
C  19.574  13.239  14.543
O  20.485  13.807  13.655
H  18.833  13.909  14.979
H  19.055  12.471  13.971
H  19.982  12.812  15.460
H  19.998  14.286  12.981

Properties
highest occupied orbital energy	-7.08	eV
spin multiplicity	1
total charge	0
frontier orbital gap	7.45	eV

Atomic partial charges in e from the Löwdin method, atoms 1 to 2: number 1, C, carries -0.014; number 2, C, carries -0.362



Here is 9 unconnected molecules or ions with the total composition C30H85N7O9 from OMol25. Energies are from ωB97M-V with the def2-TZVPD basis set.

Cartesian coordinates (Å):
C  -0.005  5.059  -1.328
O  -1.190  4.251  -1.331
H  0.810  4.344  -1.261
H  0.037  5.642  -2.261
H  0.013  5.745  -0.490
H  -2.001  4.761  -1.405
C  -0.189  0.422  -0.428
O  0.864  0.678  0.519
H  -1.177  0.210  0.026
H  -0.275  1.287  -1.106
H  0.103  -0.475  -0.990
H  0.643  1.531  0.886
C  3.439  3.500  2.550
C  2.758  2.733  3.654
C  1.262  3.065  3.667
O  0.617  2.948  2.393
C  -0.616  3.608  2.463
N  2.993  1.268  3.597
H  3.164  4.558  2.590
H  3.074  3.164  1.595
H  4.534  3.417  2.576
H  3.170  2.993  4.642
H  1.109  4.130  3.968
H  0.702  2.444  4.409
H  -1.362  3.070  3.035
H  -1.028  3.672  1.442
H  -0.472  4.630  2.858
H  2.377  0.829  2.908
H  3.927  1.227  3.183
C  5.479  -1.200  0.613
C  5.778  0.181  0.109
C  4.466  0.857  -0.401
O  4.104  0.479  -1.685
C  4.668  1.178  -2.758
N  6.357  0.976  1.212
H  4.836  -1.687  -0.140
H  4.937  -1.157  1.577
H  6.365  -1.805  0.710
H  6.464  0.057  -0.757
H  4.627  1.957  -0.438
H  3.590  0.651  0.277
H  4.891  2.203  -2.412
H  3.945  1.359  -3.547
H  5.586  0.767  -3.200
H  6.912  1.745  0.864
H  6.998  0.438  1.779
C  -0.234  1.695  -8.878
C  0.121  0.946  -7.621
C  0.266  1.977  -6.462
O  0.847  1.333  -5.359
C  1.097  2.218  -4.263
N  -0.826  -0.087  -7.298
H  0.495  2.491  -8.995
H  -1.179  2.230  -8.789
H  -0.178  1.042  -9.750
H  1.108  0.492  -7.669
H  -0.727  2.403  -6.200
H  0.910  2.864  -6.669
H  1.662  1.706  -3.489
H  0.156  2.618  -3.852
H  1.753  3.059  -4.602
H  -1.702  0.265  -6.909
H  -0.461  -0.652  -6.532
C  2.013  -2.376  -0.840
C  2.269  -2.724  -2.340
C  1.306  -1.973  -3.222
O  -0.021  -2.069  -2.635
C  -1.013  -1.532  -3.485
N  3.611  -2.431  -2.828
H  2.707  -2.794  -0.115
H  0.981  -2.649  -0.542
H  2.070  -1.282  -0.750
H  2.184  -3.809  -2.454
H  1.329  -2.381  -4.231
H  1.673  -0.929  -3.278
H  -1.892  -1.226  -2.928
H  -1.205  -2.214  -4.309
H  -0.680  -0.569  -3.926
H  3.929  -1.528  -2.513
H  4.261  -3.118  -2.446
C  -1.934  -3.382  0.160
C  -1.427  -4.679  -0.383
C  -1.987  -5.919  0.428
O  -1.468  -6.039  1.722
C  -0.050  -6.291  1.702
N  -1.859  -4.936  -1.754
H  -3.016  -3.286  0.002
H  -1.407  -2.471  -0.134
H  -1.765  -3.467  1.255
H  -0.318  -4.598  -0.342
H  -1.773  -6.832  -0.139
H  -3.102  -5.832  0.501
H  0.169  -6.877  0.834
H  0.217  -6.928  2.552
H  0.473  -5.340  1.677
H  -1.928  -4.072  -2.281
H  -1.149  -5.516  -2.170
C  -3.731  2.111  0.138
C  -5.193  1.799  0.102
C  -5.462  0.808  1.257
O  -4.694  -0.360  1.114
C  -4.804  -1.158  2.301
N  -6.031  2.998  0.208
H  -3.164  1.219  -0.143
H  -3.428  2.417  1.156
H  -3.484  2.893  -0.592
H  -5.382  1.345  -0.874
H  -6.523  0.531  1.287
H  -5.188  1.285  2.211
H  -4.079  -1.963  2.267
H  -5.787  -1.582  2.387
H  -4.593  -0.636  3.240
H  -6.961  2.804  -0.139
H  -6.154  3.236  1.190
C  -1.755  -1.299  8.118
C  -2.551  -0.662  6.996
C  -1.758  -0.847  5.647
O  -2.471  -0.163  4.648
C  -1.771  -0.110  3.421
N  -3.879  -1.212  6.861
H  -1.815  -2.383  8.102
H  -2.129  -1.012  9.107
H  -0.709  -1.029  8.049
H  -2.659  0.377  7.265
H  -1.718  -1.931  5.488
H  -0.722  -0.465  5.680
H  -2.267  0.588  2.757
H  -1.761  -1.050  2.864
H  -0.747  0.253  3.462
H  -3.854  -2.223  6.745
H  -4.363  -0.821  6.068

Properties
highest occupied orbital energy	-8.81	eV
spin multiplicity	1
total charge	0
frontier orbital gap	9.33	eV
SMILES	COC[C@H](C)N.COC[C@H](C)N.COC[C@H](C)N.COC[C@H](C)N.COC[C@H](C)N.COC[C@H](C)N.COC[C@H](C)N.CO.CO

Atomic partial charges in e from the Löwdin method, atoms 1 to 2: number 1, C, carries -0.140; number 2, O, carries -0.155